1.
A molecular structure, C24H30BN3O2PmSb. Source: the OMol25 dataset; level of theory: ωB97M-V/def2-TZVPD.

Properties
E_LUMO (spin up / spin down)	-6.3 / -6.1	eV
total charge	+2
multiplicity	5

Geometry (Å):
Pm: -0.352 -0.214 -0.520
C: 3.002 -0.400 -0.086
C: 2.903 -0.348 -1.584
C: 4.034 -0.332 -2.384
C: 3.892 -0.257 -3.758
C: 2.611 -0.210 -4.295
C: 1.520 -0.233 -3.442
N: 1.661 -0.295 -2.107
Sb: -0.431 -0.216 -4.449
C: -1.356 -1.886 -3.349
C: -1.939 -2.844 -4.163
C: -2.558 -3.942 -3.580
C: -2.574 -4.045 -2.199
C: -1.969 -3.057 -1.439
C: -1.963 -3.111 0.064
N: -1.370 -1.993 -2.010
C: -1.343 1.454 -3.342
C: -1.932 2.408 -4.154
C: -2.566 3.496 -3.568
C: -2.587 3.590 -2.188
C: -1.973 2.607 -1.427
C: -1.980 2.664 0.074
N: -1.358 1.551 -2.001
H: 4.003 -0.684 0.228
H: 2.306 -1.131 0.343
H: 2.795 0.587 0.340
H: 5.015 -0.378 -1.931
H: 4.760 -0.242 -4.403
H: 2.462 -0.161 -5.365
H: -1.908 -2.731 -5.238
H: -3.022 -4.702 -4.194
H: -3.049 -4.885 -1.712
H: -2.416 -4.032 0.420
H: -2.539 -2.281 0.486
H: -0.942 -3.076 0.461
H: -1.897 2.299 -5.230
H: -3.038 4.254 -4.180
H: -3.076 4.419 -1.696
H: -2.485 3.560 0.422
H: -0.966 2.681 0.486
H: -2.513 1.806 0.500
C: 2.161 -0.668 4.336
C: 0.737 -0.329 3.934
C: -0.245 -1.011 4.881
O: 0.477 -0.874 2.605
B: -0.269 0.023 1.876
O: -0.398 1.216 2.549
C: 0.453 1.196 3.733
C: -0.266 1.869 4.886
C: 1.701 1.998 3.367
H: 2.251 -1.748 4.456
H: 2.401 -0.196 5.289
H: 2.883 -0.345 3.587
H: -0.124 -2.090 4.790
H: -1.277 -0.761 4.633
H: -0.044 -0.728 5.914
H: -1.228 1.404 5.091
H: -0.437 2.919 4.647
H: 0.351 1.818 5.783
H: 2.228 1.536 2.529
H: 2.382 2.078 4.213
H: 1.402 3.003 3.072

Results of the Mulliken charge analysis, in e, for atoms 1 through 4: number 1, Pm, carries 0.63; number 2, C, carries -1.48; number 3, C, carries 1.11; number 4, C, carries -0.87

---

2.
A molecular structure, C24H30Br39F2N2O5PS2. Source: the OMol25 dataset; level of theory: ωB97M-V/def2-TZVPD.

Properties
E_LUMO	-0.5	eV
total charge	0

Geometry (Å):
C: 5.369 0.182 -0.908
C: 4.042 0.794 -0.539
O: 4.015 1.678 0.197
O: 2.879 0.367 -1.069
C: 2.981 -0.830 -1.843
C: 1.648 -1.247 -2.427
F: 1.598 -0.511 -3.621
C: 0.349 -0.831 -1.736
S: 0.349 -0.931 0.083
C: -0.222 0.540 -2.181
C: -1.486 0.944 -1.440
F: -1.260 2.020 -0.608
C: -0.619 -1.821 -2.451
O: -1.775 -1.818 -2.435
N: 0.112 -2.813 -3.157
C: 1.521 -2.756 -2.726
C: 2.481 -3.156 -3.856
C: 3.857 -3.579 -3.407
N: 4.816 -2.792 -3.303
P: 1.537 -3.975 -1.311
O: 0.216 -3.869 -0.419
O: 2.770 -3.786 -0.280
S: 1.563 -5.748 -2.108
H: 6.124 0.431 -0.180
H: 5.356 -0.903 -0.994
H: 5.686 0.545 -1.884
H: 3.449 -1.638 -1.292
H: 3.633 -0.635 -2.691
H: 1.304 -0.055 0.463
H: -0.464 0.546 -3.237
H: 0.519 1.325 -2.034
H: -1.966 0.130 -0.915
H: -2.218 1.281 -2.173
H: -0.344 -3.696 -2.928
H: 2.591 -2.375 -4.603
H: 2.046 -4.018 -4.351
H: 4.018 -4.628 -3.154
H: 5.649 -3.285 -2.989
H: 0.456 -3.880 0.522
H: 3.626 -3.748 -0.734
C: -5.216 -3.409 -1.719
Br: -6.080 -1.932 -0.823
Br: -3.860 -4.212 -0.616
Br: -6.493 -4.706 -2.349
H: -4.717 -3.003 -2.588
C: -3.456 4.773 1.398
Br: -4.658 6.034 0.576
Br: -1.665 5.466 1.516
Br: -4.103 4.168 3.112
H: -3.417 3.911 0.752
C: 5.831 -5.677 1.064
Br: 7.250 -6.614 1.968
Br: 6.292 -5.288 -0.776
Br: 4.155 -6.608 1.195
H: 5.709 -4.728 1.565
C: 2.679 5.430 0.734
Br: 1.669 6.771 1.694
Br: 4.060 4.684 1.852
Br: 1.589 4.039 -0.011
H: 3.170 5.926 -0.092
C: 1.163 3.833 3.974
Br: 0.156 5.050 5.077
Br: 2.576 2.967 4.963
Br: 0.030 2.560 3.070
H: 1.636 4.431 3.206
C: -7.962 8.361 1.926
Br: -7.289 7.475 3.497
Br: -9.444 7.405 1.147
Br: -8.406 10.203 2.278
H: -7.164 8.360 1.195
C: 1.823 -8.936 3.601
Br: 1.242 -7.265 2.830
Br: 3.483 -8.738 4.559
Br: 0.452 -9.725 4.700
H: 2.006 -9.616 2.781
C: -4.911 6.304 -3.516
Br: -4.690 6.484 -5.422
Br: -3.718 4.977 -2.785
Br: -4.734 8.001 -2.617
H: -5.919 5.956 -3.343
C: 1.701 -1.304 4.694
Br: 3.145 -2.405 5.342
Br: 2.138 -0.472 3.015
Br: 0.044 -2.285 4.592
H: 1.558 -0.509 5.413
C: -8.951 -0.664 -3.295
Br: -9.766 -2.285 -3.945
Br: -7.662 0.036 -4.546
Br: -10.271 0.656 -2.814
H: -8.412 -0.920 -2.394
C: 2.987 7.949 6.633
Br: 2.602 7.378 4.833
Br: 3.185 9.863 6.746
Br: 1.678 7.294 7.889
H: 3.937 7.514 6.910
C: 7.665 3.676 0.672
Br: 7.960 3.916 -1.218
Br: 8.828 2.329 1.412
Br: 7.799 5.343 1.632
H: 6.649 3.321 0.791
C: -8.422 -8.494 -1.378
Br: -7.055 -9.582 -0.565
Br: -7.983 -8.044 -3.200
Br: -10.161 -9.314 -1.247
H: -8.464 -7.567 -0.823

Results of the Mulliken charge analysis, in e, for atoms 1 through 4: number 1, C, carries -0.93; number 2, C, carries 0.55; number 3, O, carries -0.33; number 4, O, carries -0.28

---

3.
A molecular structure, C24H30Br57F3N3O. Source: the OMol25 dataset; level of theory: ωB97M-V/def2-TZVPD.

Properties
E_LUMO	-4.2	eV
total charge	+1

Geometry (Å):
C: -3.698 6.000 -2.450
C: -2.991 4.958 -1.604
C: -1.561 4.780 -2.056
O: -0.858 3.904 -1.152
N: 0.304 4.553 -0.596
C: -0.032 5.590 0.311
N: 0.218 6.838 -0.061
N: -0.531 5.317 1.497
C: -0.841 6.299 2.523
F: 0.268 6.792 3.046
F: -1.524 5.660 3.465
F: -1.590 7.277 2.029
H: -3.319 6.020 -3.466
H: -3.615 6.974 -1.994
H: -4.751 5.763 -2.523
H: -3.460 3.985 -1.697
H: -2.984 5.202 -0.544
H: -1.577 4.289 -3.023
H: -1.055 5.729 -2.199
H: 0.750 3.812 -0.058
H: 0.569 6.861 -1.015
H: -0.588 7.464 -0.016
H: -0.682 4.333 1.737
C: -2.703 6.081 6.554
Br: -1.219 7.112 7.206
Br: -3.512 5.034 7.942
Br: -3.993 7.192 5.658
H: -2.313 5.392 5.821
C: -1.257 0.962 2.617
Br: -2.110 -0.645 2.061
Br: -0.908 2.148 1.115
Br: -2.252 1.868 3.980
H: -0.300 0.693 3.042
C: -0.675 -2.038 -2.087
Br: -0.212 -3.296 -0.718
Br: -0.387 -0.226 -1.513
Br: 0.233 -2.405 -3.740
H: -1.733 -2.148 -2.276
C: -3.580 -4.677 3.480
Br: -3.700 -4.083 1.651
Br: -2.231 -3.711 4.451
Br: -5.278 -4.603 4.367
H: -3.273 -5.711 3.455
C: 4.751 5.330 -1.428
Br: 5.158 5.311 -3.296
Br: 5.058 7.050 -0.633
Br: 2.918 4.768 -1.120
H: 5.407 4.624 -0.941
C: -0.226 -0.922 6.387
Br: 0.250 -2.130 7.789
Br: 0.049 0.913 6.890
Br: 0.683 -1.348 4.736
H: -1.285 -1.048 6.206
C: 3.882 -4.182 -3.216
Br: 5.318 -4.162 -4.490
Br: 3.229 -5.960 -2.917
Br: 4.381 -3.317 -1.572
H: 3.071 -3.610 -3.639
C: -0.818 -3.669 -7.434
Br: 0.239 -2.671 -8.698
Br: -2.696 -3.365 -7.697
Br: -0.381 -5.533 -7.459
H: -0.570 -3.298 -6.453
C: 0.812 10.513 2.209
Br: 1.742 12.124 2.654
Br: -0.888 10.872 1.388
Br: 1.909 9.324 1.167
H: 0.600 10.001 3.136
C: 6.021 -8.524 -1.204
Br: 6.538 -8.594 -3.053
Br: 6.233 -6.759 -0.489
Br: 4.240 -9.196 -0.932
H: 6.693 -9.172 -0.661
C: -6.044 -2.739 8.352
Br: -4.203 -2.591 7.817
Br: -7.237 -2.084 6.994
Br: -6.481 -4.531 8.876
H: -6.174 -2.109 9.219
C: 0.327 -2.066 12.155
Br: 1.108 -0.330 12.371
Br: -1.263 -1.999 11.080
Br: 1.591 -3.333 11.454
H: 0.038 -2.410 13.138
C: 10.224 -6.150 0.499
Br: 10.129 -4.737 -0.798
Br: 9.107 -5.790 2.021
Br: 9.821 -7.853 -0.290
H: 11.242 -6.196 0.854
C: 1.222 -0.790 16.838
Br: 2.024 0.932 17.103
Br: -0.402 -0.662 15.819
Br: 2.448 -2.032 16.033
H: 0.961 -1.179 17.811
C: 4.912 -10.750 -5.949
Br: 5.894 -9.732 -7.252
Br: 3.022 -10.496 -6.157
Br: 5.393 -12.608 -5.988
H: 5.181 -10.370 -4.975
C: 1.536 -8.764 -9.711
Br: 0.184 -9.192 -8.407
Br: 2.604 -7.265 -9.161
Br: 2.619 -10.289 -10.133
H: 1.021 -8.477 -10.614
C: -5.403 10.439 0.436
Br: -4.655 8.918 1.360
Br: -4.894 12.088 1.260
Br: -4.940 10.410 -1.428
H: -6.478 10.363 0.502
C: -2.498 -0.684 -10.735
Br: -1.868 -0.828 -12.546
Br: -2.164 1.063 -10.011
Br: -4.343 -1.180 -10.575
H: -1.928 -1.388 -10.144
C: -3.738 -3.368 -15.063
Br: -2.556 -4.882 -15.049
Br: -4.188 -2.834 -16.851
Br: -5.306 -3.685 -14.001
H: -3.209 -2.546 -14.605

Results of the Mulliken charge analysis, in e, for atoms 1 through 4: number 1, C, carries -1.36; number 2, C, carries 0.01; number 3, C, carries -0.73; number 4, O, carries -0.04

---

no.,E (Eh)
1,-2120.3198
2,-103142.1386
3,-148189.9002